(1)
{"formula": "C4H9NO2", "method": "ωB97M-V/def2-TZVPD", "symbols": ["C", "C", "O", "C", "N", "C", "O", "H", "H", "H", "H", "H", "H", "H", "H", "H"], "positions_angstrom": [[-1.973, -0.525, -0.471], [-0.459, -0.446, -0.400], [0.001, 0.798, -0.907], [0.108, -0.485, 1.031], [1.418, 0.160, 0.975], [1.345, 1.265, 0.104], [1.463, 2.427, 0.271], [-2.333, -1.471, -0.051], [-2.312, -0.457, -1.508], [-2.420, 0.301, 0.092], [-0.007, -1.260, -0.986], [1.113, 0.680, -1.443], [-0.539, 0.087, 1.705], [0.205, -1.498, 1.431], [2.145, -0.473, 0.666], [2.100, 0.777, -1.220]], "total_energy_ha": -362.920918, "relative_energy_ev": 4.479, "e_homo_ev": -9.603, "homo_lumo_gap_ev": 10.3}

=====

(2)
{"formula": "C5H10N2O", "method": "ωB97M-V/def2-TZVPD", "symbols": ["C", "C", "C", "C", "C", "H", "H", "H", "H", "H", "H", "H", "H", "H", "H", "N", "N", "O"], "positions_angstrom": [[0.886, -0.342, 1.665], [0.013, -0.251, 0.518], [-1.319, -1.089, 0.620], [0.802, -0.824, -0.714], [-0.188, 1.174, -1.036], [0.397, -0.231, 2.569], [1.144, -1.380, 1.949], [1.680, 0.378, 1.689], [-1.859, -0.956, -0.336], [-2.086, -0.696, 1.310], [-1.114, -2.184, 0.821], [1.900, -0.544, -0.549], [0.760, -1.964, -0.859], [-0.048, 2.227, -2.942], [-0.450, 3.208, -1.333], [-0.360, 2.311, -1.838], [-0.356, 1.095, 0.200], [0.198, 0.067, -1.733]], "total_energy_ha": -381.226236, "relative_energy_ev": 1.611, "e_homo_ev": -8.853, "homo_lumo_gap_ev": 9.8, "smiles": "CC1(C)COC(N)=N1"}

=====

(3)
{"formula": "C10H30FKO5", "method": "ωB97M-V/def2-TZVPD", "symbols": ["K", "F", "C", "C", "O", "H", "H", "H", "H", "H", "H", "C", "C", "O", "H", "H", "H", "H", "H", "H", "C", "C", "O", "H", "H", "H", "H", "H", "H", "C", "C", "O", "H", "H", "H", "H", "H", "H", "C", "C", "O", "H", "H", "H", "H", "H", "H"], "positions_angstrom": [[0.883, -0.427, 3.164], [-0.221, -0.170, 0.402], [-2.749, 2.754, 2.028], [-2.913, 1.714, 0.993], [-1.826, 2.003, 0.072], [-1.951, 2.656, 2.763], [-3.650, 2.669, 2.636], [-2.680, 3.718, 1.523], [-3.784, 1.811, 0.345], [-2.852, 0.661, 1.266], [-1.254, 1.233, 0.107], [3.048, -1.440, -0.749], [3.072, -0.241, -1.668], [2.326, 0.737, -0.902], [3.397, -2.387, -1.160], [2.001, -1.552, -0.467], [3.643, -1.279, 0.150], [2.634, -0.549, -2.618], [4.072, 0.190, -1.717], [1.486, 0.335, -0.671], [2.917, 4.170, 1.627], [1.512, 3.388, 1.407], [1.659, 1.993, 1.661], [3.655, 4.052, 0.833], [3.321, 3.739, 2.543], [2.840, 5.246, 1.783], [1.290, 3.629, 0.367], [0.771, 3.859, 2.053], [1.015, 1.541, 1.111], [-2.400, -2.036, -2.806], [-1.340, -0.947, -3.220], [-0.303, -1.067, -2.304], [-2.905, -1.750, -1.884], [-1.983, -3.041, -2.735], [-3.287, -2.074, -3.439], [-1.670, 0.091, -3.173], [-0.923, -0.999, -4.226], [-0.423, -0.758, -1.403], [-1.467, -4.108, 0.691], [-0.117, -3.437, 0.660], [0.117, -2.436, 1.558], [-1.820, -4.399, 1.680], [-1.602, -4.897, -0.049], [-2.223, -3.385, 0.386], [0.027, -2.948, -0.304], [0.647, -4.215, 0.671], [0.010, -1.650, 1.017]], "total_energy_ha": -1474.987051, "e_homo_ev": [-0.127, -7.107], "homo_lumo_gap_ev": [2.7, 10.0], "total_charge": -1, "multiplicity": 2, "s_squared": 0.750}

=====

Largest force on an atom (computed, Eh/bohr): 0.013; 0.089; 0.059